Run a
{"formula": "C4H6NS", "method": "ωB97M-V/def2-TZVPD", "molar_mass_g_mol": 100.17, "orbital_gap_ev": 10.2, "total_charge": 1, "elements": ["C", "C", "C", "C", "N", "S", "H", "H", "H", "H", "H", "H"], "coordinates": [[-1.33658, -0.33356, -0.08495], [-2.66105, 1.13951, 0.01698], [0.87766, -1.54106, 0.06128], [1.26439, -0.10056, 0.05894], [-0.08578, -0.51618, -0.13204], [-2.97113, -0.68536, 0.02248], [-2.49677, 1.72258, 0.98679], [-2.65856, 1.74570, -0.84825], [1.25566, -2.07135, -0.82380], [1.00629, -1.97447, 0.97980], [1.34234, 0.47114, 0.93588], [1.60374, 0.48090, -0.83411]]}

---

Run b
{"formula": "C4H6NS", "method": "ωB97M-V/def2-TZVPD", "molar_mass_g_mol": 100.17, "orbital_gap_ev": 10.2, "total_charge": 1, "elements": ["C", "C", "C", "C", "N", "S", "H", "H", "H", "H", "H", "H"], "coordinates": [[-1.37873, 1.03933, 0.61341], [-0.00545, 0.70525, 0.63636], [-2.05461, 0.25864, -0.38375], [1.88583, -0.90626, -0.29139], [0.29950, -0.28391, -0.30089], [-1.05355, -0.86192, -1.06260], [-1.87122, 1.70038, 1.31186], [0.83145, 1.10326, 1.05891], [-3.09008, 0.47857, -0.61122], [2.15914, -0.56300, 0.69511], [1.93879, -2.02115, -0.37244], [2.33893, -0.64918, -1.29334]]}

---

Least stable structure: run a

---

Run a
{"formula": "C5H8O2S", "method": "ωB97M-V/def2-TZVPD", "smiles": "C=C[C@H](O)COC=S", "molar_mass_g_mol": 132.18, "orbital_gap_ev": 9.5, "total_charge": 0, "elements": ["C", "C", "C", "O", "C", "O", "C", "S", "H", "H", "H", "H", "H", "H", "H", "H"], "coordinates": [[-2.78366, -0.47288, 0.99292], [-2.39686, 0.30427, 0.01017], [-1.24067, -0.12126, -0.84772], [-0.65463, -1.33709, -0.40391], [-0.16115, 1.02379, -0.86263], [0.48691, 1.22100, 0.40188], [1.54487, 0.55200, 0.78906], [2.50196, -0.53151, 0.01412], [-3.64966, -0.27892, 1.64979], [-2.20269, -1.34117, 1.20819], [-2.92982, 1.20736, -0.26166], [-1.59735, -0.20980, -1.88251], [0.32324, -1.37283, -0.50297], [0.55354, 0.89798, -1.67307], [-0.73578, 1.93218, -1.06471], [1.77365, 0.88265, 1.82642]]}

---

Run b
{"formula": "C5H8O2S", "method": "ωB97M-V/def2-TZVPD", "smiles": "C1O[C@H]2CC[C@H](O2)S1", "molar_mass_g_mol": 132.18, "orbital_gap_ev": 9.7, "total_charge": 0, "elements": ["C", "O", "C", "C", "C", "C", "O", "S", "H", "H", "H", "H", "H", "H", "H", "H"], "coordinates": [[0.74664, -1.35760, 0.51612], [0.31665, -1.45307, -0.76872], [-0.26066, -0.32897, -1.32502], [-1.39354, 0.22120, -0.29428], [-0.39932, 0.91510, 0.63494], [0.97785, 1.03085, -0.14595], [0.76785, 0.69252, -1.40456], [2.01966, -0.22751, 0.77744], [0.02649, -0.99635, 1.34596], [1.25316, -2.30657, 1.06306], [-0.63782, -0.56679, -2.35538], [-2.05660, 0.96918, -0.77434], [-1.81340, -0.62624, 0.16265], [-0.77863, 1.93286, 1.09210], [-0.15609, 0.06638, 1.62242], [1.38779, 2.03501, -0.14645]]}

---

Run c
{"formula": "C5H8O2S", "method": "ωB97M-V/def2-TZVPD", "smiles": "CC(=O)CCC(=O)S", "molar_mass_g_mol": 132.18, "orbital_gap_ev": 10.2, "total_charge": 0, "elements": ["C", "C", "O", "C", "C", "C", "O", "S", "H", "H", "H", "H", "H", "H", "H", "H"], "coordinates": [[0.92819, -1.51982, 0.76791], [1.64837, -0.50121, -0.22342], [2.82654, -0.12384, 0.01205], [0.76307, 0.34380, -1.17209], [-0.72589, 0.09510, -0.77808], [-1.13866, 1.05844, 0.36706], [-0.19960, 1.51709, 1.04475], [-2.87360, 1.40202, 0.53722], [0.59501, -2.65373, 0.42609], [-0.04929, -0.87712, 1.12789], [1.54130, -1.71449, 1.79568], [1.09355, 1.46522, -1.03303], [0.84157, 0.16245, -2.34778], [-1.59509, 0.18728, -1.65184], [-0.85895, -1.04507, -0.58626], [-2.79652, 2.20387, 1.71384]]}

---

Least stable structure: run b